Formula: C52H60ClGeNO6PS2Sc
Source: the Open Molecules 2025 dataset
Level of theory: ωB97M-V with the def2-TZVPD basis set

Each line ends with the Mulliken charge.
Cartesian coordinates (Å):
Sc 0.0310 -0.7198 -0.7553  0.40
O -1.6074 1.4845 -1.2355  -0.40
S -1.1617 2.7027 -1.9671  0.55
C -1.0628 2.4264 -3.7745  0.87
C -2.3472 2.3323 -4.5875  -1.42
C -3.1010 1.0252 -4.3540  0.65
C -2.3830 -0.2087 -4.9148  -1.15
S -1.7476 -1.4000 -3.6666  -0.15
O -0.9730 -0.4111 -2.8125  0.47
C -3.3750 -1.6620 -2.9634  0.53
C -4.2028 -2.5746 -3.5987  -0.63
C -5.4651 -2.8240 -3.0803  -0.87
C -5.8836 -2.1715 -1.9273  -0.62
C -5.0385 -1.2706 -1.2930  -1.42
C -3.7773 -1.0091 -1.8105  0.72
C -2.5919 3.7776 -1.9623  0.15
C -2.4351 5.1171 -2.2784  -0.33
C -3.5349 5.9652 -2.2339  -0.81
C -4.7773 5.4714 -1.8595  -0.42
C -4.9160 4.1353 -1.5162  -0.95
C -3.8172 3.2835 -1.5587  -0.04
H -0.4706 1.5127 -3.8253  -1.28
H -0.4390 3.2639 -4.1011  0.81
H -2.0953 2.4409 -5.6482  0.55
H -3.0040 3.1673 -4.3349  0.36
H -4.1010 1.0926 -4.7866  0.55
H -3.2347 0.9238 -3.2776  -0.69
H -1.4810 0.0772 -5.4682  0.62
H -3.0210 -0.7913 -5.5823  0.47
H -3.8502 -3.1104 -4.4745  0.48
H -6.1090 -3.5499 -3.5616  0.37
H -6.8575 -2.3892 -1.5058  0.36
H -5.3468 -0.7863 -0.3744  0.50
H -3.0912 -0.3377 -1.3072  0.64
H -1.4532 5.4923 -2.5522  0.44
H -3.4205 7.0138 -2.4816  0.39
H -5.6344 6.1333 -1.8225  0.37
H -5.8819 3.7513 -1.2100  0.44
H -3.8932 2.2391 -1.2721  0.27
O -2.9190 -3.1356 1.0832  -0.79
C -2.1735 -2.6384 0.2608  0.66
O -1.5678 -1.4958 0.3744  0.48
C -1.8726 -3.3612 -1.0912  0.48
O -2.4433 -4.3993 -1.3904  -0.83
O -1.0321 -2.7085 -1.8159  -0.98
Cl -2.4744 1.3389 2.0113  -0.08
C -1.4555 1.7545 3.3468  0.73
C -1.8044 2.8758 4.0872  -0.65
C -1.0512 3.2354 5.1907  -0.61
C 0.0516 2.4727 5.5386  -0.74
C 0.3920 1.3599 4.7822  -0.44
C -0.3493 0.9597 3.6699  -0.61
P 0.0669 -0.5464 2.6217  1.51
C -0.8834 -1.7963 3.5921  0.45
C -0.6037 -3.1462 3.3769  0.22
C -1.3042 -4.1363 4.0470  -0.67
C -2.3134 -3.7984 4.9389  -0.72
C -2.6175 -2.4611 5.1439  -0.63
C -1.9097 -1.4687 4.4742  -0.65
C 1.7617 -0.8806 3.2709  0.30
C 2.0405 -1.4200 4.5288  -0.32
C 3.3458 -1.4959 4.9911  -0.63
C 4.3920 -1.0335 4.1977  -0.78
C 4.1302 -0.5581 2.9216  -1.15
C 2.8233 -0.5079 2.4467  -0.13
H -2.6706 3.4543 3.7909  0.45
H -1.3243 4.1092 5.7715  0.31
H 0.6502 2.7387 6.4022  0.36
H 1.2680 0.7909 5.0602  0.29
H 0.1635 -3.4337 2.6671  0.17
H -1.0686 -5.1759 3.8531  0.40
H -2.8716 -4.5716 5.4550  0.31
H -3.4151 -2.1805 5.8239  0.35
H -2.1748 -0.4334 4.6468  0.40
H 1.2280 -1.7853 5.1476  0.35
H 3.5471 -1.9082 5.9735  0.37
H 5.4094 -1.0668 4.5710  0.32
H 4.9396 -0.2284 2.2802  0.61
H 2.6193 -0.1814 1.4265  0.26
C 0.7036 3.6282 0.6531  -1.13
C 2.2188 3.4691 0.7045  0.60
C 2.5946 2.8895 2.0632  -1.15
C 2.9014 2.7416 -0.4659  0.32
C 4.0894 3.3832 -0.8134  -0.91
C 4.9458 2.9599 -1.8184  -1.52
C 4.5378 1.8463 -2.5399  -0.75
C 3.3657 1.1560 -2.2730  0.16
C 3.0728 0.0023 -3.2233  0.55
C 3.1732 -1.3760 -2.5615  -1.49
C 1.7466 0.1704 -3.9662  -0.95
C 2.4813 1.5060 -1.1609  0.20
N 1.4188 0.7316 -0.8731  1.18
H 0.3330 4.0216 1.6063  0.44
H 0.2433 2.6582 0.4672  -0.30
H 0.4156 4.3236 -0.1386  0.35
H 2.6381 4.4785 0.6795  0.53
H 2.0370 1.9788 2.2353  -0.16
H 2.3414 3.5940 2.8643  0.48
H 3.6619 2.6588 2.1231  0.36
H 4.3616 4.2763 -0.2534  0.28
H 5.8686 3.4824 -2.0430  0.32
H 5.1599 1.4999 -3.3631  0.27
H 3.8557 0.0398 -3.9873  0.78
H 2.3934 -1.5262 -1.8176  0.05
H 4.1352 -1.4739 -2.0520  0.14
H 3.0969 -2.1747 -3.3117  0.44
H 0.9200 0.1205 -3.2660  -0.46
H 1.6180 -0.6211 -4.7166  0.27
H 1.7142 1.1412 -4.4745  0.57
C 3.0593 -5.2366 -0.8814  -1.43
Ge 2.8575 -3.7269 0.3777  1.23
C 2.8149 -4.6130 2.1519  -1.45
C 4.6592 -2.9222 0.3738  -1.10
C 1.2895 -2.6818 0.0116  0.66
H 3.8171 -5.9306 -0.5048  0.39
H 3.3708 -4.8793 -1.8674  0.34
H 2.1154 -5.7765 -0.9978  0.39
H 3.6782 -5.2765 2.2694  0.44
H 1.9036 -5.2078 2.2695  0.37
H 2.8380 -3.8664 2.9518  0.30
H 5.4097 -3.7187 0.4399  0.49
H 4.7870 -2.2597 1.2281  0.25
H 4.8400 -2.3442 -0.5355  0.26
H 0.9559 -2.4482 1.0312  -1.88
H 0.5829 -3.4463 -0.3275  0.09

Results
Electronic energy = -189373.4994 eV
HOMO-LUMO gap = 4.365 eV
Spin multiplicity = 1
Energy relative to the best compared isomer or geometry (same formula, charge and spin) = 38.9 kcal per mole
Total charge = -2